<w>
DFT (wB97M-V/def2-TZVPD) results for a 3-piece molecular cluster, C3H12N2OS overall.

Last column: Löwdin charge in e.
CARTESIAN COORDINATES (ANGSTROEM)
N: 1.567 -1.883 -0.771  -0.142
C: 0.148 -2.664 0.591  -0.279
O: -0.055 -2.109 1.715  -0.185
H: 2.289 -2.561 -0.538  -0.019
H: 1.025 -2.327 -1.551  0.014
H: -0.560 -2.487 -0.164  0.050
H: 0.814 -3.575 0.428  0.091
C: -0.054 0.838 0.690  -0.232
C: -0.036 1.364 -0.792  -0.516
S: -1.577 2.375 -1.047  0.676
N: 1.198 0.028 0.969  0.063
H: -0.866 0.136 0.909  0.109
H: -0.077 1.666 1.421  0.115
H: -0.034 0.557 -1.528  0.062
H: 0.804 2.076 -1.025  0.076
H: -1.863 1.844 -2.231  -0.163
H: 1.030 -0.564 1.806  0.113
H: 2.044 0.592 1.031  0.140
H: 1.354 -0.732 0.139  0.025

Properties
* Kohn-Sham gap: 0.31639 hartree
* HOMO: -0.291 Ha
* lowest unoccupied orbital energy: 0.69 eV

<x>
DFT (wB97M-V/def2-TZVPD) results for a 2-piece molecular cluster, C3H12N2OS overall.

Last column: Löwdin charge in e.
CARTESIAN COORDINATES (ANGSTROEM)
N: -1.075 1.336 1.019  -0.049
C: 0.272 1.154 0.547  -0.281
C: 0.469 -0.242 -0.078  -0.480
N: -0.309 -0.324 -1.425  0.017
C: 1.885 -0.566 -0.315  -0.565
S: 2.174 -2.351 -0.844  0.611
H: -1.165 2.087 1.779  0.126
H: -1.662 1.778 0.257  0.115
H: 0.955 1.257 1.389  0.108
H: 0.565 1.936 -0.320  0.152
H: 0.016 -0.938 0.666  0.131
H: -0.269 0.394 -2.141  0.054
H: -1.314 -0.666 -1.421  0.084
H: 2.462 -0.525 0.636  0.069
H: 2.329 0.171 -1.067  0.103
H: 1.895 -1.949 -2.240  -0.071
O: -2.512 -0.958 0.905  -0.098
H: -2.769 -1.439 1.677  0.014
H: -1.948 -0.156 0.974  -0.041

Properties
* Kohn-Sham gap: 0.35161 hartree
* HOMO: -0.325 Ha
* structure (SMILES): NC[C@@H](N)CS.O
* lowest unoccupied orbital energy: 0.72 eV

Ordering by calculated energy gives the sequence <x>, <w>, with the first entry being the most stable.

<w>
DFT (wB97M-V/def2-TZVPD) results for a 2-piece molecular cluster, C5H13N2S overall.

Last column: Löwdin charge in e.
CARTESIAN COORDINATES (ANGSTROEM)
C: -2.572 -1.987 0.363  -0.164
C: -2.471 -0.948 -0.746  -0.399
C: -1.243 -0.044 -0.709  -0.744
S: -1.184 1.028 0.773  0.242
H: -1.676 -2.619 0.417  0.063
H: -3.385 -2.682 0.139  0.052
H: -2.660 -1.489 1.328  0.036
H: -2.516 -1.457 -1.722  0.087
H: -3.358 -0.306 -0.711  0.084
H: -1.294 0.576 -1.610  0.036
H: -0.341 -0.658 -0.796  0.046
C: 2.087 1.685 -0.941  -0.172
N: 1.981 0.662 1.728  0.068
C: 3.040 0.538 0.868  -0.366
N: 3.182 0.961 -0.320  -0.069
H: 1.088 1.447 -0.564  -0.009
H: 2.129 1.497 -2.015  0.056
H: 2.238 2.763 -0.806  0.070
H: 1.010 0.865 1.419  -0.067
H: 2.059 0.159 2.591  0.060
H: 3.884 0.011 1.315  0.091

Properties
* Kohn-Sham gap: 0.24764 hartree
* charge: -1
* HOMO: -0.106 Ha
* lowest unoccupied orbital energy: 3.86 eV

<x>
DFT (wB97M-V/def2-TZVPD) results for an isolated ion of composition C5H13N2S and charge -1.

Last column: Löwdin charge in e.
CARTESIAN COORDINATES (ANGSTROEM)
C: -1.906 -1.370 -2.070  -0.081
C: -1.298 -1.113 -0.602  -0.260
N: -0.199 -0.134 -0.691  -0.078
C: 0.740 0.171 0.460  -0.431
C: 0.068 1.384 1.081  -0.222
N: 0.245 1.385 2.623  -0.046
C: 2.186 0.484 0.008  -0.733
S: 3.415 -0.862 -0.516  -0.020
H: -2.803 -0.744 -2.114  0.057
H: -1.363 -0.883 -2.887  0.064
H: -2.055 -2.346 -2.252  0.005
H: -1.184 -2.152 -0.238  0.095
H: -2.066 -0.602 -0.009  0.085
H: 0.391 -0.325 -1.539  0.101
H: 0.761 -0.687 1.200  0.132
H: -0.991 1.413 0.958  0.085
H: 0.588 2.268 0.855  0.078
H: 1.184 1.098 2.905  0.042
H: -0.424 0.718 3.066  0.049
H: 2.089 1.124 -0.963  0.057
H: 2.622 1.174 0.726  0.022

Properties
* Kohn-Sham gap: 0.22606 hartree
* charge: -1
* HOMO: -0.092 Ha
* structure (SMILES): CCN[C@H](CN)C[S-]
* lowest unoccupied orbital energy: 3.64 eV

<y>
DFT (wB97M-V/def2-TZVPD) results for an isolated ion of composition C5H13N2S and charge -1.

Last column: Löwdin charge in e.
CARTESIAN COORDINATES (ANGSTROEM)
C: 1.419 -0.556 -2.234  -0.090
C: 1.484 -0.372 -0.707  -0.456
N: 2.404 -1.372 -0.158  0.020
C: 0.101 -0.330 -0.047  -0.245
N: -0.016 0.777 0.879  -0.089
C: -1.230 0.663 1.722  -0.328
C: -2.528 1.148 1.021  -0.828
S: -4.021 0.291 1.554  0.058
H: 2.424 -0.379 -2.610  0.062
H: 0.786 0.223 -2.684  0.071
H: 0.968 -1.524 -2.476  0.073
H: 1.954 0.605 -0.581  0.122
H: 2.794 -1.040 0.709  0.060
H: 1.921 -2.255 -0.074  0.062
H: -0.061 -1.251 0.516  0.111
H: -0.688 -0.397 -0.815  0.111
H: -0.170 1.600 0.295  0.099
H: -1.444 -0.351 2.020  0.058
H: -1.066 1.345 2.554  0.088
H: -2.381 0.954 -0.054  0.018
H: -2.648 2.223 1.171  0.021

Properties
* Kohn-Sham gap: 0.21455 hartree
* charge: -1
* HOMO: -0.087 Ha
* structure (SMILES): C[C@H](N)CNCC[S-]
* lowest unoccupied orbital energy: 3.48 eV

Ordering by calculated energy gives the sequence <w>, <y>, <x>, with the first entry being the most stable.

<w>
DFT (wB97M-V/def2-TZVPD) results for C17H33BrGeN2O5SbSe4Ti as an isolated structure.

Last column: Löwdin spin population.
CARTESIAN COORDINATES (ANGSTROEM)
Ti: 0.143 0.090 -0.255  0.959
C: 0.871 -3.718 -1.109  0.001
O: 0.008 -2.790 -0.485  0.006
C: -1.164 -3.404 -0.031  0.000
C: -1.987 -2.409 0.732  0.000
O: -2.190 -1.196 -0.048  0.005
C: -3.321 -0.480 0.440  0.000
C: -3.097 0.999 0.558  0.002
O: -2.980 1.559 -0.736  0.000
C: -3.075 2.962 -0.718  0.000
H: 1.274 -4.421 -0.369  0.000
H: 0.336 -4.263 -1.896  0.000
H: 1.694 -3.170 -1.570  0.000
H: -1.723 -3.795 -0.898  0.000
H: -0.933 -4.236 0.655  0.000
H: -2.951 -2.877 0.937  0.000
H: -1.508 -2.159 1.681  0.000
H: -4.163 -0.663 -0.239  0.000
H: -3.599 -0.843 1.436  0.000
H: -3.973 1.427 1.068  0.000
H: -2.203 1.203 1.165  0.001
H: -4.056 3.270 -0.328  0.000
H: -2.284 3.413 -0.108  0.000
H: -2.975 3.307 -1.745  0.000
Se: 2.326 -1.212 5.312  0.001
Sb: 1.363 -2.279 3.339  0.005
Se: 0.293 -0.173 2.201  -0.006
Se: -0.499 -3.832 3.704  0.002
Se: 3.045 -3.214 1.798  0.009
N: 3.009 -0.806 -1.350  0.001
N: 2.093 -0.996 -0.262  0.002
H: 3.941 -0.725 -0.951  0.000
H: 2.783 0.097 -1.750  0.000
H: 2.457 -0.513 0.570  0.000
H: 2.176 -1.969 0.067  0.001
Br: 4.607 6.054 1.277  0.000
C: 3.048 5.064 1.731  0.000
C: 2.442 5.310 2.957  0.000
C: 1.301 4.588 3.288  0.000
C: 0.777 3.665 2.393  0.001
C: 1.399 3.433 1.171  0.000
C: 2.557 4.124 0.849  0.000
C: 0.829 2.390 0.271  0.007
O: -0.394 2.136 0.317  0.010
O: 1.586 1.717 -0.481  -0.001
H: 2.864 6.034 3.638  0.000
H: 0.835 4.735 4.250  0.000
H: -0.094 3.065 2.642  0.000
H: 3.053 3.908 -0.091  0.000
C: -0.186 0.694 -5.461  0.000
Ge: -0.891 0.901 -3.618  0.000
C: -0.497 2.789 -3.172  0.000
C: -2.850 0.652 -3.740  0.001
C: -0.094 -0.286 -2.373  -0.009
H: -0.579 1.475 -6.112  0.000
H: -0.456 -0.274 -5.879  0.000
H: 0.901 0.764 -5.445  0.000
H: -1.063 3.476 -3.805  0.000
H: 0.570 2.976 -3.321  0.000
H: -0.727 2.989 -2.122  0.000
H: -3.137 0.328 -4.741  0.000
H: -3.381 1.575 -3.508  0.000
H: -3.162 -0.100 -3.014  0.000
H: 0.948 -0.469 -2.682  0.000
H: -0.621 -1.249 -2.452  -0.001

Properties
* Kohn-Sham gap (spin up / spin down): 0.17802 / 0.17800 hartree
* <S²>: 0.7553
* charge: -2
* HOMO (spin up / spin down): -0.047 / -0.046 Ha
* lowest unoccupied orbital energy (spin up / spin down): 3.58 / 3.58 eV
* spin multiplicity: 2

<x>
DFT (wB97M-V/def2-TZVPD) results for C17H33BrGeN2O5SbSe4Ti as an isolated structure.

Last column: Löwdin spin population.
CARTESIAN COORDINATES (ANGSTROEM)
Ti: -0.062 0.338 -0.315  0.937
C: -4.080 -0.632 0.019  0.000
O: -2.985 -0.402 0.869  0.000
C: -3.240 -0.696 2.211  0.000
C: -1.972 -0.752 3.027  0.000
O: -1.028 0.260 2.652  0.005
C: 0.013 0.329 3.635  0.001
C: 1.413 0.267 3.109  0.005
O: 1.757 1.531 2.550  0.007
C: 3.148 1.697 2.408  0.000
H: -4.381 -1.679 0.046  0.000
H: -4.935 0.010 0.297  0.000
H: -3.752 -0.389 -0.989  0.000
H: -3.928 0.062 2.624  0.000
H: -3.694 -1.685 2.318  0.000
H: -2.273 -0.597 4.072  0.000
H: -1.501 -1.728 2.944  0.000
H: -0.087 1.283 4.164  0.000
H: -0.113 -0.492 4.341  0.000
H: 2.086 0.040 3.951  0.000
H: 1.513 -0.527 2.370  0.003
H: 3.654 1.619 3.382  0.000
H: 3.571 0.960 1.725  0.000
H: 3.318 2.693 1.998  0.000
Se: 0.616 -5.643 -0.139  -0.004
Sb: -1.284 -4.208 0.425  -0.002
Se: -0.307 -1.821 0.122  -0.034
Se: -1.962 -4.386 2.783  -0.004
Se: -3.143 -4.294 -1.176  -0.002
N: -1.961 -0.689 -4.010  0.000
N: -1.814 -1.387 -2.755  0.008
H: -1.761 -1.301 -4.796  0.000
H: -1.252 0.031 -4.008  0.000
H: -0.950 -1.912 -2.730  -0.001
H: -2.561 -2.064 -2.659  0.000
Br: 2.751 -4.022 -5.173  0.000
C: 2.928 -3.346 -3.397  0.000
C: 3.610 -4.080 -2.452  0.004
C: 3.772 -3.548 -1.178  0.000
C: 3.245 -2.303 -0.865  0.003
C: 2.511 -1.626 -1.807  -0.001
C: 2.350 -2.125 -3.079  0.003
C: 1.706 -0.398 -1.424  0.029
O: 1.938 0.221 -0.318  0.030
O: 0.770 0.065 -2.134  0.015
H: 3.956 -5.080 -2.682  0.000
H: 4.251 -4.145 -0.411  0.000
H: 3.323 -1.896 0.129  0.000
H: 1.758 -1.580 -3.799  0.000
C: -1.127 5.070 -1.155  -0.001
Ge: -0.383 3.420 -0.364  0.001
C: 1.318 3.373 -1.334  0.000
C: -0.060 3.948 1.487  0.002
C: -1.522 1.848 -0.458  -0.008
H: -0.376 5.872 -1.094  0.000
H: -2.019 5.389 -0.601  0.000
H: -1.406 4.931 -2.205  0.000
H: 1.867 4.278 -1.053  0.000
H: 1.115 3.401 -2.406  0.000
H: 1.948 2.511 -1.129  0.000
H: -0.544 4.919 1.649  0.000
H: 1.005 4.048 1.712  0.000
H: -0.486 3.223 2.179  0.000
H: -2.010 1.826 -1.430  0.001
H: -2.253 1.968 0.329  -0.001

Properties
* Kohn-Sham gap (spin up / spin down): 0.19678 / 0.19685 hartree
* <S²>: 0.7567
* charge: -2
* HOMO (spin up / spin down): -0.051 / -0.052 Ha
* lowest unoccupied orbital energy (spin up / spin down): 3.95 / 3.95 eV
* spin multiplicity: 2

Ordering by calculated energy gives the sequence <w>, <x>, with the first entry being the most stable.

<w>
DFT (wB97M-V/def2-TZVPD) results for a 2-piece molecular cluster, C5H11N4 overall.

Last column: Löwdin charge in e.
CARTESIAN COORDINATES (ANGSTROEM)
C: 3.297 -0.169 -0.752  -0.083
C: 1.999 -0.604 -0.733  -0.102
C: 2.492 0.323 1.176  -0.195
C: -0.711 -1.244 0.270  -0.064
C: 0.021 -0.152 0.679  -0.159
N: 3.539 0.421 0.492  0.083
N: 1.454 -0.169 0.447  -0.099
N: -0.438 2.009 -0.919  0.032
N: -1.976 -1.488 0.502  0.185
H: 4.110 -0.314 -1.468  0.114
H: 1.366 -1.100 -1.456  0.112
H: 2.184 0.692 2.119  0.124
H: -0.581 0.833 0.141  0.150
H: -0.246 -2.192 -0.179  0.192
H: -0.083 0.221 1.682  0.156
H: 0.464 1.668 -1.346  0.081
H: -0.993 2.611 -1.609  0.114
H: -2.633 -1.204 1.292  0.196
H: -0.147 2.574 -0.150  0.044
H: -2.301 -2.354 0.139  0.119

Properties
* Kohn-Sham gap: 0.27685 hartree
* charge: +1
* HOMO: -0.458 Ha
* lowest unoccupied orbital energy: -4.94 eV

<x>
DFT (wB97M-V/def2-TZVPD) results for an isolated ion of composition C5H11N4 and charge +1.

Last column: Löwdin charge in e.
CARTESIAN COORDINATES (ANGSTROEM)
C: 0.916 -1.560 -1.888  -0.021
N: 1.387 -1.015 -0.620  -0.012
C: 0.512 -0.488 0.299  -0.472
C: -0.732 -1.312 0.403  0.006
C: 1.109 -0.237 1.601  -0.161
N: 1.571 -0.117 2.635  0.236
N: -0.059 1.078 -0.065  0.150
C: -0.688 1.765 0.856  -0.188
N: -1.430 2.777 0.537  0.182
H: 0.725 -2.566 -1.703  0.077
H: 0.044 -1.040 -2.163  0.080
H: 1.730 -1.653 -2.517  0.085
H: 2.196 -0.437 -0.532  0.138
H: -0.279 -2.306 0.230  0.120
H: -1.337 -1.191 -0.409  0.058
H: -1.251 -1.157 1.368  0.122
H: -0.441 1.271 -0.990  0.153
H: -0.695 1.592 1.913  0.156
H: -1.872 3.273 1.337  0.160
H: -1.406 3.324 -0.292  0.132

Properties
* Kohn-Sham gap: 0.38486 hartree
* charge: +1
* HOMO: -0.515 Ha
* structure (SMILES): CN[C@@](C)(C#N)/[NH+]=C/N
* lowest unoccupied orbital energy: -3.55 eV

<y>
DFT (wB97M-V/def2-TZVPD) results for a 2-piece molecular cluster, C5H11N4 overall.

Last column: Löwdin charge in e.
CARTESIAN COORDINATES (ANGSTROEM)
C: -2.538 -1.035 0.061  -0.086
C: -2.305 1.322 0.397  -0.143
C: 2.269 -0.952 -0.084  -0.311
C: 4.004 0.646 -0.242  -0.118
C: -1.861 0.184 -0.195  -0.078
N: -2.102 -2.219 -0.396  0.154
N: -1.786 2.517 0.267  0.192
N: 3.181 -0.426 -0.650  0.048
N: 1.190 -1.462 0.165  0.117
H: -3.630 -1.032 0.511  0.186
H: -3.241 1.377 0.815  0.119
H: 3.707 1.180 0.654  0.080
H: 5.076 0.365 -0.232  0.090
H: 4.062 1.265 -1.207  0.109
H: -0.908 0.156 -0.802  0.135
H: -2.441 -3.083 -0.100  0.098
H: -1.958 3.216 0.947  0.132
H: -1.062 -2.293 -0.502  0.117
H: -0.956 2.531 -0.190  0.086
H: 1.300 -2.257 0.785  0.072

Properties
* Kohn-Sham gap: 0.32160 hartree
* charge: +1
* HOMO: -0.476 Ha
* lowest unoccupied orbital energy: -4.21 eV

<z>
DFT (wB97M-V/def2-TZVPD) results for an isolated ion of composition C5H11N4 and charge +1.

Last column: Löwdin charge in e.
CARTESIAN COORDINATES (ANGSTROEM)
N: -3.549 0.494 -1.379  0.194
C: -2.773 0.570 -0.471  -0.153
C: -1.765 0.529 0.349  -0.207
N: -0.772 1.448 0.627  -0.061
C: 0.474 0.876 0.973  -0.225
C: 1.264 0.158 -0.167  -0.313
N: 2.394 -0.565 0.508  0.016
C: 0.472 -0.922 -0.904  -0.024
N: 0.774 -2.148 -0.648  0.208
H: -4.487 0.840 -1.365  0.085
H: -1.859 -0.128 1.192  0.127
H: -0.539 2.138 -0.154  0.170
H: 0.255 0.145 1.780  0.130
H: 1.240 1.631 1.379  0.160
H: 1.565 0.977 -0.867  0.167
H: 3.258 -0.086 0.299  0.099
H: 2.231 -0.548 1.594  0.148
H: -0.257 -0.443 -1.703  0.188
H: 1.560 -2.085 0.169  0.183
H: 0.514 -2.880 -1.213  0.109

Properties
* Kohn-Sham gap (spin up / spin down): 0.26104 / 0.26107 hartree
* charge: +1
* HOMO (spin up / spin down): -0.418 / -0.418 Ha
* structure (SMILES): N=C=CNC[C@@H](N)C=[NH2+]
* lowest unoccupied orbital energy (spin up / spin down): -4.28 / -4.28 eV

Ordering by calculated energy gives the sequence <y>, <x>, <w>, <z>, with the first entry being the most stable.